[1]
Entry from the Open Molecules 2025 dataset: a 6-piece molecular cluster, C29H72BIO6Si overall (the ωB97M-V functional and the def2-TZVPD basis).

```
110
Properties=species:S:1:pos:R:3:forces:R:3
C -3.7063 4.8535 1.1378 -0.172 0.132 0.232
C -3.7672 4.5591 2.6352 -0.130 -0.214 -0.165
C -3.1811 3.2090 3.0595 0.124 0.155 0.114
C -1.8347 2.8577 2.4220 0.103 0.284 -0.161
C -1.8655 2.0104 1.1528 -0.173 -0.200 -0.006
C -2.5435 0.6485 1.3164 0.338 -0.207 -0.090
C -3.0415 0.0054 0.0202 -0.041 -0.003 0.256
C -2.0562 0.0346 -1.1510 0.015 -0.301 -0.275
C -2.5873 0.6841 -2.4252 -0.368 -0.051 0.126
C -3.0741 2.1313 -2.2747 0.262 0.057 -0.279
Si -1.6962 3.4294 -2.4159 -0.337 0.022 -0.041
C -2.0685 4.4981 -3.9452 -0.025 0.171 0.172
C -1.1918 5.7053 -4.2574 0.122 -0.327 -0.338
C 0.1238 5.2987 -4.9170 -0.134 0.144 -0.138
I -0.8082 6.9946 -2.5688 -0.076 0.009 0.080
B 0.1633 2.6389 -2.4557 0.673 0.097 0.049
C 1.2982 3.2671 -1.5639 -0.678 -0.085 -0.268
O 0.5066 1.5508 -3.2531 -0.819 -0.038 -0.037
H -4.0224 3.9913 0.5524 0.046 -0.075 -0.079
H -2.7103 5.1589 0.8263 0.073 -0.122 -0.141
H -4.3888 5.6668 0.8961 0.021 0.127 -0.063
H -4.8157 4.5686 2.9357 -0.054 0.102 0.161
H -3.2702 5.3559 3.1887 0.040 0.127 -0.012
H -3.0332 3.2456 4.1393 -0.137 -0.079 0.117
H -3.9242 2.4339 2.8803 -0.002 -0.142 -0.075
H -1.3386 3.7999 2.1734 0.167 0.030 0.052
H -1.1843 2.3697 3.1481 -0.053 -0.146 0.112
H -2.3151 2.5635 0.3268 -0.082 0.077 0.117
H -0.8298 1.8281 0.8625 0.100 0.123 -0.123
H -1.8236 -0.0411 1.7593 0.044 0.019 0.178
H -3.3723 0.6937 2.0202 -0.108 0.078 0.058
H -4.0014 0.4406 -0.2663 0.003 0.145 -0.109
H -3.2576 -1.0375 0.2562 -0.128 -0.076 -0.015
H -1.0957 0.4719 -0.8632 -0.026 0.159 0.108
H -1.8402 -0.9940 -1.4302 0.264 -0.086 0.014
H -1.8179 0.6129 -3.1920 0.013 0.025 -0.133
H -3.4183 0.0663 -2.7757 -0.065 -0.050 -0.011
H -3.5821 2.2829 -1.3224 -0.062 -0.071 0.052
H -3.8305 2.3279 -3.0371 0.002 0.141 -0.104
H -1.7569 4.2733 -1.1999 -0.015 0.108 -0.049
H -1.9883 3.8328 -4.8108 -0.044 -0.080 -0.088
H -3.1130 4.8107 -3.9037 -0.101 -0.022 0.139
H -1.7326 6.3542 -4.9377 0.015 0.239 0.078
H 0.9089 6.0295 -4.7566 0.133 -0.007 0.027
H 0.4546 4.3163 -4.5860 0.124 -0.004 0.179
H -0.0401 5.2337 -5.9935 -0.018 -0.109 -0.077
H 0.9512 4.1508 -1.0348 0.139 0.021 0.247
H 2.1132 3.5545 -2.2315 0.210 -0.068 0.052
H 1.6511 2.4952 -0.8775 0.296 0.105 0.176
H 0.7434 0.7680 -2.7519 0.539 -0.067 -0.004
C -0.4856 -5.0671 -2.8583 -0.005 0.021 0.068
C -1.5336 -4.0210 -3.1982 0.125 -0.119 -0.147
C -2.0374 -4.1730 -4.6249 -0.068 0.092 0.002
O -1.0068 -2.7090 -2.9928 -0.053 0.038 0.044
H 0.3826 -4.9544 -3.5108 -0.014 -0.052 -0.012
H -0.1391 -4.9426 -1.8318 -0.029 -0.005 0.012
H -0.8808 -6.0782 -2.9718 -0.013 0.007 -0.013
H -2.3751 -4.0998 -2.5074 -0.001 0.061 0.034
H -1.2112 -4.0504 -5.3308 0.022 -0.049 0.007
H -2.7859 -3.4131 -4.8505 -0.009 -0.006 0.017
H -2.4796 -5.1572 -4.7853 0.010 -0.011 0.002
H -0.2558 -2.6028 -3.5872 0.019 -0.015 -0.014
C 4.8857 0.6039 -1.9677 -0.088 0.048 -0.039
C 4.8157 1.2679 -0.6011 0.072 -0.182 -0.051
C 5.9121 0.7701 0.3273 -0.041 0.046 0.075
O 3.5303 1.0684 -0.0154 -0.046 0.035 0.012
H 4.7539 -0.4780 -1.8686 0.050 -0.014 0.021
H 4.0937 0.9801 -2.6159 0.008 0.025 0.003
H 5.8472 0.7866 -2.4491 0.008 -0.008 0.003
H 4.9033 2.3488 -0.7199 -0.042 0.027 0.013
H 5.8097 -0.3067 0.4907 0.022 -0.015 -0.043
H 5.8449 1.2626 1.2970 -0.001 0.019 -0.010
H 6.9012 0.9584 -0.0919 0.002 -0.006 -0.012
H 3.4041 0.1215 0.1092 0.008 -0.020 0.040
C -1.1306 -4.1813 2.8745 0.020 0.061 -0.086
C -0.8657 -3.0230 3.8246 -0.162 -0.172 0.056
C -1.1175 -3.4057 5.2742 0.050 0.120 0.040
O -1.6497 -1.8882 3.4599 0.125 0.020 -0.028
H -2.1767 -4.4931 2.9428 0.004 -0.029 0.043
H -0.9379 -3.8836 1.8432 0.015 0.009 0.008
H -0.5030 -5.0412 3.1131 -0.006 -0.006 0.015
H 0.1692 -2.6942 3.7119 0.009 0.048 -0.012
H -2.1619 -3.6983 5.4156 0.002 -0.060 -0.038
H -0.9225 -2.5609 5.9342 0.002 0.007 0.022
H -0.4853 -4.2421 5.5774 -0.013 -0.017 -0.009
H -2.5783 -2.1286 3.5482 -0.026 0.021 0.013
C 4.6874 -6.0102 -3.3257 -0.085 -0.040 0.053
C 3.7837 -5.2674 -4.2968 0.204 0.083 0.049
C 4.5753 -4.3478 -5.2133 -0.091 0.043 -0.036
O 2.7834 -4.5331 -3.5890 -0.026 -0.020 -0.076
H 5.2184 -5.3004 -2.6850 0.039 0.014 -0.034
H 4.1012 -6.6665 -2.6828 -0.009 -0.009 -0.017
H 5.4279 -6.6107 -3.8550 0.010 0.009 -0.007
H 3.2281 -5.9882 -4.8985 -0.053 0.002 0.007
H 5.1033 -3.5914 -4.6256 0.040 -0.029 0.015
H 3.9104 -3.8296 -5.9040 -0.007 -0.018 -0.006
H 5.3129 -4.9050 -5.7918 0.010 -0.006 0.009
H 3.2306 -3.8810 -3.0389 0.003 0.010 0.024
C 1.3944 -0.5475 9.2183 -0.042 -0.092 0.029
C 0.7387 -0.6453 7.8496 0.028 0.215 0.070
C 0.9375 0.6233 7.0347 -0.057 -0.041 -0.086
O -0.6502 -0.9461 7.9759 0.030 -0.120 -0.026
H 0.9514 0.2716 9.7915 0.026 0.040 -0.022
H 1.2443 -1.4685 9.7814 0.007 -0.010 -0.016
H 2.4657 -0.3619 9.1317 0.002 0.014 -0.007
H 1.1602 -1.4932 7.3064 -0.030 -0.038 -0.010
H 0.4808 1.4757 7.5452 0.038 0.010 0.035
H 0.4645 0.5273 6.0571 0.008 -0.019 -0.003
H 1.9968 0.8403 6.8907 0.005 0.004 0.012
H -1.0692 -0.2198 8.4493 -0.024 0.018 -0.004
```
Positions in Å, forces in eV/Å.

As for the total charge: 0. The HOMO energy comes out at -8.58 eV. The calculation puts the strongest force on any atom at 0.0160 Eh/bohr. Its HOMO-LUMO gap is 0.3212 Ha.

***

[2]
Entry from the Open Molecules 2025 dataset: a 10-piece molecular cluster, C29H72BrClNO11 overall at a distorted geometry (the ωB97M-V functional and the def2-TZVPD basis).

```
115
Properties=species:S:1:pos:R:3:forces:R:3
C 3.5055 0.3042 4.0317 0.022 0.808 -0.169
C 2.1142 0.7480 3.2994 3.095 -0.390 -0.195
C 2.3487 0.4162 1.7341 0.099 -0.662 0.305
C 1.9944 2.3362 3.5213 -0.424 0.528 -0.520
C 0.5109 2.8591 3.8686 0.407 -0.029 -2.686
Cl 0.2600 3.0358 5.6725 0.042 -0.122 -1.323
C 0.3583 4.2957 3.1134 -0.165 0.531 0.261
C -1.1456 4.8578 3.1562 -0.626 1.589 3.887
O -1.6933 5.3761 4.1448 2.307 -2.290 -4.357
Br -2.1743 4.7186 1.4352 0.574 -0.023 0.661
C -0.5249 1.8690 3.1370 -0.333 0.266 0.975
C -0.3327 0.3206 3.5231 -3.234 -0.567 -0.203
C -1.3928 0.0232 4.7265 -0.256 0.240 -0.786
C -0.9015 -0.5405 2.2634 0.231 0.813 0.184
N 1.0429 -0.0662 3.9435 -0.326 2.201 1.087
O 1.1956 -0.1101 5.2474 -0.161 -0.490 -1.417
H 3.6035 0.7750 5.0765 -0.378 -0.837 -1.577
H 4.3364 0.7902 3.3902 -1.118 -1.073 1.009
H 3.6116 -0.8342 4.1242 -0.098 1.743 -0.372
H 1.5076 0.7828 1.0550 1.211 -0.413 0.884
H 3.3691 0.8550 1.4180 -1.816 -0.389 0.480
H 2.4643 -0.7248 1.5818 -0.404 1.805 0.327
H 2.7450 2.7307 4.2827 -1.087 -0.689 -0.876
H 2.2718 2.8221 2.5081 -0.403 -0.774 1.589
H 0.6866 4.2236 2.0127 -0.595 -0.142 1.773
H 1.0377 5.0766 3.6262 -1.237 -1.164 -0.680
H -1.5820 2.1645 3.4968 1.571 -0.495 -0.608
H -0.5482 2.0185 1.9917 0.560 -0.082 1.798
H -1.2100 0.6643 5.6485 -0.012 -1.158 -1.167
H -2.4460 0.3128 4.3446 1.736 -0.529 0.407
H -1.4293 -1.0984 4.9251 0.216 1.593 0.095
H -1.4294 -1.4826 2.6443 0.892 1.267 -0.650
H -1.6831 0.1504 1.7648 1.060 -1.295 0.687
H -0.1015 -0.7784 1.4763 -1.293 0.245 1.293
C 1.0171 6.0311 -1.3064 0.108 0.239 -0.043
C 0.2762 4.9014 -1.9927 -0.001 0.135 0.544
O 0.4983 3.6789 -1.2990 0.028 -0.315 0.016
H 2.0895 5.8204 -1.2704 -0.073 -0.027 -0.083
H 0.8607 6.9756 -1.8311 0.013 -0.063 0.077
H 0.6789 6.1427 -0.2713 -0.102 0.012 -0.050
H 0.6311 4.7782 -3.0165 -0.042 -0.236 0.189
H -0.8003 5.0994 -2.0218 0.006 0.154 -0.150
H 0.1731 3.7942 -0.3951 -0.021 -0.014 -0.255
C 1.9306 -3.5870 -0.9457 0.100 -0.177 0.053
C 0.6254 -3.1575 -0.3060 0.111 0.238 -0.292
O 0.5268 -1.7396 -0.3056 0.050 0.035 0.035
H 2.7810 -3.1617 -0.4057 -0.096 -0.016 0.032
H 2.0234 -4.6756 -0.9495 -0.004 0.047 -0.106
H 1.9941 -3.2252 -1.9756 0.062 -0.169 0.022
H 0.5749 -3.5021 0.7298 -0.070 0.158 -0.014
H -0.2310 -3.5698 -0.8492 0.052 -0.228 0.049
H 0.5639 -1.4450 -1.2295 -0.139 0.156 0.208
C 0.9909 7.2374 -6.3225 0.121 -0.048 -0.123
C 0.4042 6.6411 -5.0582 -0.120 0.391 -0.277
O 0.2725 7.6461 -4.0597 -0.056 0.037 0.164
H 1.9690 7.6807 -6.1191 -0.055 -0.117 0.020
H 1.1030 6.4758 -7.0979 -0.013 0.083 -0.014
H 0.3513 8.0380 -6.7056 -0.040 -0.114 -0.043
H 1.0559 5.8582 -4.6673 -0.051 0.189 0.064
H -0.5815 6.2055 -5.2509 0.072 -0.179 -0.086
H -0.3126 8.3301 -4.4112 0.141 -0.137 0.110
C -2.6071 -5.7330 -2.0527 -0.136 0.103 -0.009
C -1.4319 -6.0134 -2.9682 -0.116 -0.203 0.335
O -0.2265 -6.0817 -2.2147 0.242 0.019 -0.010
H -2.4591 -4.7922 -1.5159 -0.006 -0.028 -0.117
H -3.5386 -5.6724 -2.6204 0.010 -0.015 0.079
H -2.7056 -6.5188 -1.2979 -0.055 -0.032 -0.102
H -1.3238 -5.2157 -3.7062 0.169 -0.067 0.098
H -1.5684 -6.9603 -3.5003 -0.133 0.078 -0.138
H -0.3257 -6.7947 -1.5701 0.035 0.171 -0.138
C 3.5269 -5.1390 5.7037 0.006 -0.070 0.139
C 2.9539 -3.9335 4.9849 0.168 -0.261 -0.102
O 3.9797 -3.2536 4.2703 0.080 0.163 -0.110
H 4.3135 -4.8330 6.3983 -0.123 0.031 -0.016
H 2.7497 -5.6669 6.2613 0.066 -0.031 -0.032
H 3.9826 -5.8338 4.9917 -0.118 -0.031 0.010
H 2.5196 -3.2325 5.7006 0.110 0.094 -0.184
H 2.1733 -4.2344 4.2788 -0.144 -0.021 0.137
H 4.3534 -3.8762 3.6330 -0.066 0.170 0.135
C -1.1541 -1.8965 -4.9272 -0.102 -0.061 0.041
C -0.0429 -0.9719 -4.4727 -0.089 -0.365 -0.087
O 0.3539 -1.2972 -3.1461 0.150 -0.088 0.245
H -2.0147 -1.8179 -4.2602 0.070 0.111 -0.172
H -1.4725 -1.6535 -5.9439 -0.020 -0.065 0.033
H -0.8241 -2.9398 -4.9015 0.113 0.054 -0.139
H -0.3821 0.0661 -4.4787 0.119 -0.062 0.177
H 0.8286 -1.0539 -5.1303 -0.032 0.115 -0.098
H 0.6621 -2.2155 -3.1487 0.013 0.155 -0.213
C 5.2575 -3.9079 -4.6073 0.138 -0.002 0.075
C 3.8601 -4.4863 -4.5052 0.160 0.201 -0.224
O 2.9017 -3.4401 -4.3972 -0.324 0.140 0.040
H 5.4837 -3.2953 -3.7308 -0.039 -0.119 -0.020
H 6.0039 -4.7019 -4.6850 0.000 0.074 -0.034
H 5.3439 -3.2569 -5.4823 0.026 -0.119 -0.033
H 3.7715 -5.1178 -3.6188 -0.175 0.145 -0.044
H 3.6224 -5.0917 -5.3856 0.098 -0.152 0.065
H 2.9789 -2.8905 -5.1883 -0.006 -0.103 0.196
C -6.6067 1.3412 5.3307 -0.153 0.041 0.076
C -5.2994 0.6942 5.7436 -0.069 0.174 -0.361
O -4.9085 -0.2813 4.7844 0.060 -0.190 -0.036
H -7.3935 0.5885 5.2352 0.080 0.033 0.091
H -6.9207 2.0889 6.0629 -0.015 0.006 -0.085
H -6.5076 1.8248 4.3544 0.042 0.083 0.093
H -5.4083 0.1941 6.7081 0.108 -0.100 -0.161
H -4.5037 1.4413 5.8298 -0.055 0.078 0.184
H -4.8054 0.1696 3.9359 -0.043 -0.128 0.177
C -3.9830 1.2221 -3.6428 0.043 0.138 -0.057
C -4.8063 0.0298 -4.0893 0.137 0.095 0.365
O -4.1536 -1.1815 -3.7272 -0.086 -0.197 0.017
H -2.9891 1.1936 -4.0972 -0.106 0.003 -0.032
H -4.4710 2.1595 -3.9203 0.050 -0.010 0.063
H -3.8383 1.2083 -2.5586 -0.090 0.056 -0.036
H -4.9298 0.0353 -5.1742 0.047 -0.188 0.095
H -5.7991 0.0459 -3.6286 -0.071 0.143 -0.127
H -4.0556 -1.1837 -2.7655 -0.010 -0.018 -0.208
```
Positions in Å, forces in eV/Å.

As for the spin multiplicity: 2. As for the total charge: 0. As for the expectation value of S²: 0.754. The HOMO energy (spin up / spin down) comes out at -8.36 / -9.23 eV. The calculation puts the strongest force on any atom at 0.1057 Eh/bohr. Its HOMO-LUMO gap (spin up / spin down) is 0.3187 / 0.3504 Ha.